{
  "formula": "C30H53AlBrInKMgN2NaO18PS4",
  "method": "wB97M-V/def2-TZVPD",
  "e_tot_ha": -8540.53293,
  "max_force_ev_per_a": 9.98,
  "multiplicity": 1,
  "total_charge": 1,
  "symbols": ["C", "C", "C", "O", "C", "O", "C", "S", "In", "C", "C", "C", "C", "O", "C", "C", "C", "S", "C", "S", "N", "C", "C", "O", "C", "C", "O", "C", "O", "C", "S", "H", "H", "H", "H", "H", "H", "H", "H", "H", "H", "H", "H", "H", "H", "H", "H", "H", "H", "H", "H", "H", "H", "H", "H", "H", "H", "H", "H", "H", "H", "H", "H", "H", "H", "H", "K", "C", "O", "O", "O", "Na", "Al", "Br", "C", "C", "N", "H", "H", "H", "C", "O", "O", "O", "Mg", "O", "C", "O", "C", "C", "C", "H", "H", "H", "H", "H", "H", "C", "O", "P", "O", "O", "C", "O", "C", "H", "H", "H", "H", "H", "H", "H", "H", "H"],
  "positions_angstrom": [[8.2960, -0.7288, -0.0269], [7.3186, -1.7004, 0.7950], [6.9936, -1.2265, 2.3136], [7.2740, 0.1634, 2.5940], [6.0226, 0.8653, 2.5274], [5.2730, 0.9039, 3.5375], [5.6555, 1.5329, 1.1106], [3.9772, 2.3614, 1.2700], [4.2642, 4.6298, 0.2710], [6.2749, 4.8705, -0.7197], [7.2960, 5.3862, 0.4424], [8.7152, 4.6252, 0.3906], [9.2557, 4.5261, 1.9034], [8.8866, 3.2461, 2.5198], [2.6108, 5.1725, -1.2406], [1.3783, 5.6517, -0.3533], [-0.0749, 5.1713, -0.8675], [-0.2084, 3.3733, -1.2859], [-0.9915, 2.4285, 0.0871], [-0.0723, 1.1680, 0.7485], [-2.3528, 2.7815, 0.5132], [-3.3616, 2.5352, -0.5632], [-4.0430, 1.0736, -0.5288], [-4.5624, 0.8040, 0.8230], [-3.3475, 0.6582, 1.6250], [-2.7308, 2.1674, 1.8055], [6.0683, -1.9054, 0.0507], [6.4035, -2.6979, -1.0996], [6.6397, -3.9379, -1.0353], [6.4615, -2.0034, -2.5524], [5.1766, -0.6718, -2.7649], [9.0659, -1.4106, -0.5574], [8.8966, -0.0037, 0.6083], [7.7504, -0.1790, -0.8795], [7.8270, -2.7494, 0.8595], [5.8572, -1.3690, 2.4827], [7.5501, -1.8716, 3.1051], [5.6135, 0.6905, 0.3375], [6.4806, 2.2807, 0.8498], [4.1123, 5.8880, 1.5729], [6.6251, 3.8472, -1.0999], [6.2515, 5.5754, -1.6192], [6.8300, 5.1340, 1.4659], [7.3934, 6.5181, 0.3417], [8.6502, 3.6108, -0.1418], [9.4569, 5.2631, -0.2060], [10.3903, 4.6834, 1.9983], [8.7144, 5.3502, 2.4974], [8.3529, 3.4394, 3.3257], [2.4348, 4.2268, -1.8525], [3.0496, 5.9636, -1.9334], [1.3734, 6.8093, -0.4010], [1.5335, 5.4107, 0.7681], [-0.4736, 5.8513, -1.7687], [-0.8038, 5.3706, 0.0081], [-4.2032, 3.3118, -0.4036], [-2.9664, 2.7208, -1.6183], [-3.3461, 0.2482, -0.8965], [-4.9622, 1.1276, -1.2269], [-2.6063, -0.0893, 1.1816], [-3.7257, 0.3089, 2.6881], [-1.8788, 2.2266, 2.6224], [-3.6103, 2.8226, 2.2390], [7.5112, -1.5318, -2.6453], [6.3095, -2.8421, -3.3293], [4.4934, -0.4697, -1.5727], [-3.1267, 1.5244, 3.8187], [11.1688, 0.0340, 2.3007], [11.4975, 0.1409, 3.4831], [11.5017, 0.8281, 1.3883], [10.4529, -0.8898, 1.8315], [8.8660, -3.3177, 2.1750], [-3.7549, -1.7714, 4.5691], [-2.0337, 6.2274, -1.6287], [-4.7613, -6.3542, 2.8105], [-5.5539, -5.3900, 3.6381], [-6.1793, -4.6280, 4.2898], [-3.7231, -6.3676, 3.1478], [-5.1798, -7.3571, 2.9060], [-4.7926, -6.0544, 1.7624], [11.3448, -2.9564, -1.4752], [11.1733, -3.2146, -0.2596], [11.9718, -3.7112, -2.2782], [10.9324, -1.9272, -2.0675], [13.1701, -4.0804, 0.3510], [-6.5181, -6.1284, 0.4711], [-7.0454, -5.0565, 0.2960], [-6.3832, -3.9443, -0.1216], [-7.2827, -2.8278, -0.1183], [-8.6652, -3.4308, -0.1981], [-8.4937, -4.7385, 0.5453], [-7.1287, -2.2586, 0.8046], [-7.0691, -2.1814, -0.9716], [-9.4401, -2.7872, 0.2194], [-8.9206, -3.6323, -1.2366], [-8.6526, -4.6208, 1.6205], [-9.1415, -5.5174, 0.1430], [-12.9414, -0.5284, -1.4989], [-11.7960, -1.2069, -2.0230], [-12.0123, -2.8559, -2.4701], [-10.5902, -3.2125, -2.0769], [-12.0425, -2.4264, -4.0595], [-13.1399, -1.6620, -4.5439], [-12.3666, -4.4826, -2.8931], [-13.6957, -4.7502, -3.3349], [-12.6641, -0.0414, -0.5622], [-13.2664, 0.2343, -2.2092], [-13.7663, -1.2198, -1.3063], [-12.8402, -0.6143, -4.6311], [-14.0071, -1.7389, -3.8835], [-13.4211, -2.0312, -5.5311], [-13.7944, -4.5036, -4.3947], [-14.4212, -4.1802, -2.7508], [-13.8998, -5.8141, -3.2038]],
  "mulliken_charge": [-0.64, 0.95, -0.53, -0.22, 0.24, -0.56, 0.69, -0.20, 0.62, -0.88, -0.62, -0.25, -0.67, -0.43, -0.94, -0.33, -0.58, -0.10, 0.18, -0.15, 0.23, -0.69, -0.43, -0.42, -0.02, -1.70, -0.37, 0.42, -0.61, -0.32, -0.19, 0.02, 0.10, 0.35, -0.14, 0.31, 0.12, -0.31, -0.28, -0.29, 0.24, 0.43, 0.23, 0.34, 0.22, 0.38, 0.22, 0.35, 0.27, 0.36, 0.37, 0.26, 0.32, 0.34, 0.34, 0.28, 0.42, 0.31, 0.34, 0.38, 0.12, 0.45, 0.58, 0.24, 0.35, 0.12, 0.85, 0.78, -0.53, -0.39, -0.37, 0.88, 0.52, -0.34, -0.71, 0.43, -0.50, 0.29, 0.28, 0.25, 0.79, -0.52, -0.58, -0.55, 0.80, -0.64, 0.52, -0.35, -0.41, -0.16, -0.48, 0.18, 0.28, 0.30, 0.22, 0.26, 0.31, -0.74, -0.28, 0.96, -0.62, -0.30, -0.74, -0.30, -0.64, 0.25, 0.27, 0.36, 0.25, 0.37, 0.28, 0.25, 0.31, 0.25]
}

{
  "formula": "C7H19FNO3PS",
  "method": "wB97M-V/def2-TZVPD",
  "e_tot_ha": -1397.95742,
  "smiles": "CCNP[C@H](C)F.CCOS(C)(=O)=O",
  "max_force_ev_per_a": 0.27,
  "multiplicity": 1,
  "symbols": ["C", "C", "N", "P", "C", "C", "F", "H", "H", "H", "H", "H", "H", "H", "H", "H", "H", "H", "C", "C", "O", "S", "C", "O", "O", "H", "H", "H", "H", "H", "H", "H", "H"],
  "positions_angstrom": [[0.6215, -1.3350, -0.6397], [2.0170, -1.7065, -1.1651], [2.3041, -1.2086, -2.5141], [2.9540, 0.3776, -2.5776], [2.6033, 0.8862, -4.3290], [1.4298, 0.2569, -5.0463], [3.7545, 0.6347, -5.0969], [0.1399, -0.6198, -1.3096], [0.6526, -0.8766, 0.3479], [-0.0214, -2.2121, -0.5669], [2.1547, -2.7891, -1.1626], [2.7871, -1.3064, -0.5010], [1.5130, -1.3509, -3.1309], [1.8584, 1.1644, -2.0864], [2.4939, 1.9732, -4.2972], [1.1541, 0.8398, -5.9242], [1.6967, -0.7484, -5.3725], [0.5565, 0.1976, -4.3937], [-3.9210, 1.1705, 2.2445], [-2.7790, 1.8056, 3.0033], [-2.1371, 0.8721, 3.9187], [-1.1349, -0.1819, 3.2920], [-0.3304, -0.6554, 4.7803], [-0.2175, 0.5055, 2.4309], [-1.8599, -1.2981, 2.7676], [-3.5669, 0.4114, 1.5497], [-4.4422, 1.9453, 1.6805], [-4.6273, 0.7065, 2.9323], [-2.0144, 2.2075, 2.3387], [-3.1235, 2.6021, 3.6586], [0.1956, 0.2050, 5.1836], [0.3672, -1.4454, 4.5107], [-1.0786, -1.0279, 5.4745]],
  "nbo_charge": [-0.64, -0.22, -0.92, 0.76, -0.08, -0.66, -0.38, 0.20, 0.23, 0.21, 0.19, 0.19, 0.37, -0.11, 0.18, 0.22, 0.23, 0.21, -0.64, -0.08, -0.73, 2.39, -0.89, -0.95, -0.94, 0.23, 0.22, 0.22, 0.20, 0.20, 0.25, 0.26, 0.25]
}

{
  "formula": "C22H28N6O3",
  "method": "wB97M-V/def2-TZVPD",
  "e_tot_ha": -1409.39478,
  "smiles": "CCN1CCN(c2nc3c(C)cccn3c(=O)c2/C=C(\\C#N)C(=O)NCCOC)CC1",
  "max_force_ev_per_a": 1.14,
  "e_above_lowest_kj_mol": 284.0,
  "multiplicity": 1,
  "symbols": ["C", "C", "N", "C", "C", "N", "C", "N", "C", "C", "C", "C", "C", "C", "N", "C", "O", "C", "C", "C", "C", "N", "C", "O", "N", "C", "C", "O", "C", "C", "C", "H", "H", "H", "H", "H", "H", "H", "H", "H", "H", "H", "H", "H", "H", "H", "H", "H", "H", "H", "H", "H", "H", "H", "H", "H", "H", "H", "H"],
  "positions_angstrom": [[0.8795, 1.2595, -6.1806], [-0.0497, 0.3355, -5.4017], [-0.4838, 0.9283, -4.1464], [0.5908, 0.9949, -3.1693], [0.0948, 1.6995, -1.9083], [-1.0763, 1.0475, -1.3678], [-1.3374, 0.8867, -0.0587], [-2.6414, 0.8524, 0.2735], [-3.0097, 0.9458, 1.5223], [-4.4013, 0.8811, 1.8496], [-5.3536, 0.5850, 0.7404], [-4.7938, 1.1034, 3.1361], [-3.8401, 1.3827, 4.1393], [-2.5254, 1.4055, 3.8136], [-2.1121, 1.1790, 2.5382], [-0.6970, 1.0785, 2.2959], [0.0631, 1.1909, 3.2430], [-0.3423, 0.7992, 0.9434], [1.0176, 0.3772, 0.7487], [1.4217, -0.5924, -0.1074], [0.5135, -1.3421, -0.8710], [-0.2185, -2.0246, -1.4369], [2.8656, -0.9280, -0.3189], [3.3391, -1.0709, -1.4292], [3.5923, -0.9930, 0.8207], [4.9721, -1.4136, 0.8107], [5.0990, -2.8975, 1.1550], [4.6195, -3.0885, 2.4679], [4.6525, -4.4307, 2.8757], [-2.1331, 0.9537, -2.3486], [-1.6080, 0.2062, -3.5723], [1.0037, 0.8827, -7.1926], [1.8616, 1.3193, -5.7202], [0.4515, 2.2573, -6.2272], [0.4427, -0.6381, -5.2371], [-0.9479, 0.1606, -6.0000], [1.4118, 1.5809, -3.5841], [0.9740, -0.0072, -2.9217], [0.8892, 1.7520, -1.1662], [-0.1948, 2.7238, -2.1857], [-5.2490, 1.3334, -0.0425], [-6.3781, 0.5733, 1.1010], [-5.1136, -0.3789, 0.2961], [-5.8409, 1.0671, 3.3967], [-4.1510, 1.5674, 5.1537], [-1.7240, 1.5840, 4.5157], [1.7420, 0.8181, 1.4236], [3.1226, -1.0446, 1.7116], [5.3621, -1.2360, -0.1935], [5.5281, -0.8226, 1.5422], [6.1515, -3.2111, 1.0813], [4.5090, -3.4951, 0.4434], [5.6768, -4.8236, 2.8671], [4.2613, -4.4580, 3.8905], [4.0304, -5.0590, 2.2260], [-2.9730, 0.4232, -1.9040], [-2.4535, 1.9595, -2.6473], [-2.4031, 0.1490, -4.3193], [-1.3266, -0.8163, -3.2722]],
  "nbo_charge": [-0.61, -0.21, -0.45, -0.24, -0.22, -0.39, 0.50, -0.56, 0.44, -0.04, -0.63, -0.14, -0.28, 0.05, -0.39, 0.65, -0.63, -0.34, -0.05, -0.31, 0.29, -0.33, 0.68, -0.61, -0.61, -0.24, -0.07, -0.55, -0.24, -0.22, -0.24, 0.21, 0.20, 0.21, 0.17, 0.19, 0.21, 0.19, 0.23, 0.20, 0.23, 0.21, 0.23, 0.22, 0.23, 0.25, 0.24, 0.41, 0.24, 0.20, 0.17, 0.17, 0.16, 0.20, 0.17, 0.24, 0.19, 0.20, 0.20]
}

{
  "formula": "C2H50O24Zr",
  "method": "wB97M-V/def2-TZVPD",
  "e_tot_ha": -1958.67945,
  "max_force_ev_per_a": 5.56,
  "multiplicity": 1,
  "total_charge": 2,
  "symbols": ["Zr", "O", "H", "C", "C", "O", "H", "H", "H", "H", "H", "O", "H", "H", "O", "H", "H", "O", "H", "H", "O", "H", "H", "O", "H", "H", "O", "H", "H", "O", "H", "H", "O", "H", "H", "O", "H", "H", "O", "H", "H", "O", "H", "H", "O", "H", "H", "O", "H", "H", "O", "H", "H", "O", "H", "H", "O", "H", "H", "O", "H", "H", "O", "H", "H", "O", "H", "H", "O", "H", "H", "O", "H", "H", "O", "H", "H"],
  "positions_angstrom": [[10.5812, 9.2290, 7.2410], [11.2195, 10.8743, 8.1721], [11.7049, 11.6712, 8.4617], [6.6151, 10.6566, 5.5767], [6.9412, 9.7223, 6.7253], [8.3568, 9.5965, 6.9170], [7.1606, 11.5827, 5.7582], [5.5619, 10.9373, 5.5647], [6.8824, 10.2384, 4.6063], [6.4740, 8.7859, 6.4201], [6.4023, 10.0191, 7.6250], [10.7556, 9.7037, 11.7824], [10.3425, 10.5435, 11.9830], [11.6869, 9.8482, 11.9499], [13.4053, 10.6339, 11.7319], [13.5222, 10.8227, 10.8008], [13.6245, 11.4549, 12.1725], [9.4311, 14.7753, 9.6465], [9.1072, 13.9368, 9.9755], [9.5391, 15.3149, 10.4298], [11.9402, 6.6803, 10.6608], [11.5629, 6.7810, 11.5347], [12.3190, 5.8013, 10.6628], [9.6440, 9.0234, 9.3138], [9.9916, 9.1814, 10.1916], [8.7331, 8.7678, 9.4589], [14.4718, 9.7342, 8.8633], [14.2803, 10.6674, 8.7696], [15.3823, 9.6466, 8.5812], [11.0476, 13.5239, 6.5134], [11.2982, 13.6513, 7.4284], [11.3969, 14.2911, 6.0599], [10.1845, 8.2318, 5.2571], [9.7012, 8.5988, 4.5169], [10.6976, 7.5179, 4.8785], [10.6528, 10.8412, 5.5739], [10.8281, 11.7426, 5.8439], [10.8427, 10.8303, 4.6358], [10.0670, 7.0593, 7.5365], [10.2602, 6.3731, 6.8979], [9.4099, 6.6713, 8.1144], [7.6623, 10.2408, 11.2997], [8.0510, 11.0709, 11.0240], [6.7490, 10.2984, 11.0187], [13.8378, 10.9423, 5.2859], [13.4722, 11.6264, 4.7250], [14.6538, 10.6889, 4.8544], [12.1268, 8.3987, 8.6715], [11.9591, 7.6132, 9.1921], [13.0207, 8.6526, 8.9012], [9.9339, 17.0125, 7.5886], [10.7811, 17.4039, 7.8015], [9.8450, 16.2838, 8.2029], [9.6788, 12.0449, 10.3537], [10.2932, 12.3795, 11.0070], [10.2189, 11.5197, 9.7632], [12.5258, 8.8559, 6.2223], [13.0487, 9.5135, 5.7635], [13.0238, 8.0440, 6.1267], [16.6687, 11.5216, 10.8799], [15.7534, 11.6891, 10.6553], [16.6858, 10.6027, 11.1473], [14.5963, 12.3624, 9.3177], [13.8927, 12.8201, 9.7777], [14.8464, 12.9563, 8.6099], [8.3728, 13.8970, 7.0678], [8.5241, 14.1951, 7.9647], [9.1451, 13.3729, 6.8555], [13.1491, 14.2737, 10.8096], [12.7677, 14.6881, 10.0356], [13.5475, 14.9952, 11.2964], [13.3115, 15.0337, 8.1066], [12.9572, 15.7413, 7.5681], [14.1741, 14.8557, 7.7317], [11.0892, 12.4658, 12.7762], [11.9127, 12.8799, 13.0344], [10.8143, 11.9749, 13.5506]],
  "mulliken_charge": [1.54, 0.43, -0.15, -0.94, -0.49, -0.72, 0.15, 0.40, 0.23, 0.32, 0.29, -0.56, 0.16, 0.36, -0.66, 0.25, 0.31, -0.58, 0.20, 0.27, -0.52, 0.27, 0.25, -0.07, 0.10, 0.23, -0.63, 0.27, 0.28, -0.50, 0.14, 0.23, -0.34, 0.26, 0.24, -0.22, 0.21, 0.28, -0.32, 0.21, 0.25, -0.61, 0.29, 0.30, -0.57, 0.26, 0.28, -0.25, 0.36, 0.25, -0.59, 0.29, 0.31, -0.41, 0.33, 0.14, -0.29, 0.28, 0.27, -0.63, 0.35, 0.32, -0.47, 0.26, 0.13, -0.61, 0.37, 0.32, -0.53, 0.25, 0.27, -0.52, 0.25, 0.24, -0.59, 0.24, 0.30]
}

{
  "formula": "C2H6NO2P",
  "method": "wB97M-V/def2-TZVPD",
  "e_tot_ha": -626.24962,
  "smiles": "C[C@H](P)[N+](=O)[O-]",
  "max_force_ev_per_a": 4.33,
  "e_above_lowest_kj_mol": 448.4,
  "multiplicity": 1,
  "symbols": ["C", "C", "P", "N", "O", "O", "H", "H", "H", "H", "H", "H"],
  "positions_angstrom": [[1.3666, -0.0419, 0.3276], [-0.1703, -0.1669, 0.4112], [-1.0650, -1.3574, -0.7703], [-1.0801, 1.1936, 0.3374], [-0.5194, 2.2447, 0.3704], [-2.2300, 0.9268, 0.1500], [1.6247, 0.3723, -0.6075], [1.8435, 0.5306, 1.1541], [1.7791, -0.9804, 0.2926], [-0.4167, -0.5843, 1.3664], [-1.1713, -0.3027, -1.7193], [0.0390, -1.8344, -1.3126]],
  "nbo_charge": [-0.63, -0.36, 0.35, 0.56, -0.35, -0.38, 0.22, 0.23, 0.22, 0.22, -0.02, -0.06]
}